[1]
The following is a quantum chemistry calculation of a molecular structure, C20H55Ag2N7O11, from the OMol25 dataset.

```
95
Properties=species:S:1:pos:R:3:forces:R:3
Ag -1.3545 0.4853 -4.0800 0.294 -0.848 -0.658
Ag 0.3576 2.6225 1.5306 0.936 -1.553 -0.241
N -0.5229 0.2387 -0.7418 -1.597 -3.356 3.223
O -1.0781 -0.7217 -0.1911 -0.020 -0.361 0.937
O -0.8752 0.4736 -1.8538 0.256 2.472 -3.090
O 0.3327 0.8564 -0.0952 1.563 1.748 -0.149
N -4.5632 1.1952 -2.9990 -0.451 2.145 0.375
O -5.3671 2.1621 -3.0742 1.595 -3.002 0.145
O -4.9781 0.0655 -2.5837 0.050 1.173 -0.429
O -3.3440 1.3545 -3.2155 -1.209 -0.297 0.131
C -0.6987 6.0117 -1.3402 -0.867 -0.684 0.669
C -0.7882 4.9603 -0.1533 -2.856 -0.391 -2.447
C -1.7774 3.7440 -0.3889 0.561 1.170 0.479
O -1.6463 2.8848 0.7999 -0.807 0.588 -0.887
C -2.8465 2.0734 1.0191 1.102 -0.142 0.957
N 0.5046 4.2938 -0.0710 0.290 1.564 0.946
H -0.4269 5.5327 -2.2808 0.170 0.060 -0.006
H -0.0172 6.8214 -1.0796 0.404 -0.278 0.026
H -1.6360 6.5462 -1.4950 -0.240 -0.304 0.032
H -1.1881 5.5563 0.6671 0.868 -0.495 0.749
H -1.4683 3.2256 -1.2965 0.123 -0.451 0.087
H -2.8330 3.9860 -0.5128 0.088 0.333 0.227
H -3.5444 2.6852 1.5908 -0.508 0.174 -0.870
H -2.6146 1.2906 1.7412 0.506 -0.107 -0.219
H -3.1195 1.5880 0.0822 -0.457 0.422 0.084
H 0.6792 3.9621 -1.0088 0.088 -0.883 -0.210
H 1.0658 5.1334 -0.0836 1.413 -0.199 0.826
C 4.2113 0.4241 3.2893 -0.195 -0.260 -0.758
C 3.4461 1.5045 2.5049 0.600 1.074 -0.197
C 3.8731 1.7386 1.0504 0.455 1.864 -0.458
O 3.1198 2.8252 0.4416 -1.014 -0.911 1.594
C 3.5685 3.2254 -0.7996 0.900 0.160 -1.398
N 2.0225 1.2534 2.6010 -0.519 1.120 -0.265
H 3.9559 -0.5232 2.8144 -0.010 -0.345 0.383
H 3.8946 0.4627 4.3316 -0.018 -0.185 -0.068
H 5.3006 0.4603 3.3043 -0.054 0.549 -0.306
H 3.5288 2.4191 3.0921 0.663 0.451 -0.506
H 3.8575 0.9177 0.3333 -0.077 -0.570 0.497
H 4.8649 2.1899 1.0798 0.525 -0.720 0.150
H 4.6472 3.1652 -0.9445 0.463 0.539 0.749
H 3.2297 4.2450 -0.9832 0.137 -0.019 0.028
H 3.3084 2.6086 -1.6598 -1.053 -0.451 0.079
H 1.7978 0.3315 2.2551 -0.764 -0.736 -0.386
H 1.8539 1.2263 3.5964 -0.683 0.086 0.322
C 0.6825 -3.2741 5.6233 -2.250 -0.722 -0.810
C 1.2420 -2.4058 4.5061 0.737 -2.494 -0.748
C 0.2367 -1.6406 3.5687 0.968 -0.847 0.209
O 0.9133 -1.1491 2.3458 -0.305 0.287 2.168
C 1.2685 -2.1228 1.4240 -0.895 -1.658 -1.875
N 2.3668 -1.7176 5.0989 -1.107 1.611 -0.200
H 0.3385 -2.7227 6.4984 0.392 0.054 0.166
H 1.2015 -4.2003 5.8704 0.993 0.714 0.230
H -0.2175 -3.7653 5.2535 -0.587 0.237 -0.154
H 1.7926 -3.1162 3.8894 -0.614 -0.281 -0.730
H -0.2625 -0.8536 4.1340 0.433 0.778 -0.375
H -0.6006 -2.2647 3.2565 0.213 -0.467 -0.104
H 1.8737 -1.7422 0.6012 0.371 0.567 0.473
H 0.3929 -2.4767 0.8798 -0.561 0.183 0.034
H 1.6906 -3.0786 1.7346 0.532 0.413 0.911
H 1.8979 -1.3078 5.8940 0.699 0.678 0.783
H 2.5233 -0.9554 4.4549 0.725 0.356 0.106
C -3.6961 -1.3576 2.4099 -0.007 -1.243 0.412
C -3.7921 -2.1678 1.0802 -0.520 0.604 1.410
C -4.8525 -3.2769 1.0695 -0.753 1.494 0.636
O -5.1291 -3.6134 -0.2526 0.425 -0.577 0.409
C -5.2177 -5.0240 -0.3557 -0.259 0.814 -2.179
N -4.1018 -1.0912 0.1352 0.812 0.466 -0.468
H -3.5510 -1.9502 3.3131 0.121 -0.311 -0.005
H -4.6361 -0.8315 2.5765 0.032 0.206 -0.053
H -2.8482 -0.6757 2.3452 -0.089 0.093 -0.022
H -2.7961 -2.5402 0.8408 -0.150 -0.302 -0.204
H -5.7979 -2.9524 1.5042 -0.209 0.910 0.165
H -4.6684 -4.0892 1.7727 0.952 -0.476 -0.460
H -6.1809 -5.3864 0.0037 0.435 -0.390 0.976
H -4.2486 -5.4084 -0.0379 -0.537 -0.833 0.369
H -5.3317 -5.1638 -1.4307 0.361 -0.407 -0.140
H -3.1924 -0.6646 0.0303 0.527 -0.065 -1.073
H -4.5361 -0.3394 0.6514 -1.171 -0.086 -0.082
C 2.1097 -0.2535 -2.9779 0.308 -0.157 -1.140
C 1.7698 -0.5127 -4.4770 0.929 -0.288 -0.072
C 2.8358 -1.4716 -5.2352 0.240 0.654 -0.622
O 2.6217 -1.6094 -6.6340 -1.957 1.036 0.008
C 3.5564 -2.3849 -7.3524 0.112 0.473 -0.131
N 0.4118 -1.1016 -4.5192 0.551 -0.004 0.188
H 1.9481 -1.1108 -2.3245 -0.211 -0.469 -0.305
H 1.4284 0.5132 -2.6090 0.507 0.309 0.068
H 3.1763 -0.0551 -2.8726 -0.132 0.630 0.100
H 1.5567 0.4081 -5.0199 1.343 0.277 -0.075
H 2.8142 -2.4873 -4.8405 -0.105 -0.088 0.732
H 3.8672 -1.1192 -5.2414 0.099 0.461 1.254
H 3.8189 -3.2482 -6.7410 0.063 -0.420 -0.575
H 4.4473 -1.8363 -7.6581 0.433 0.362 0.792
H 3.1364 -2.5472 -8.3451 -0.474 -0.820 0.386
H 0.4373 -1.6877 -3.6971 -0.711 -0.769 -0.113
H 0.5684 -1.6720 -5.3379 -1.363 -0.633 -0.417
```
Positions in Å, forces in eV/Å.

Summary:
- E_LUMO (spin up / spin down) (Eh) = -0.2042 / -0.3732
- 2S+1 = 3
- E (eV) = -62551.42570
- frontier orbital gap (spin up / spin down) (eV) = 7.7 / 3.0
- total charge = +2

***

[2]
The following is a quantum chemistry calculation of 5 unconnected molecules or ions with the total composition C20H55N5O5, from the OMol25 dataset.

```
85
Properties=species:S:1:pos:R:3:forces:R:3
C 2.5278 2.8555 2.8400 0.059 0.028 0.262
O 2.0911 1.5933 2.4478 -0.521 -0.505 -0.288
C 2.5786 0.6209 3.3253 0.670 -0.338 0.437
C 2.5343 -0.7313 2.6751 -0.913 -0.002 -0.989
C 1.0867 -1.1492 2.4237 -0.072 -1.726 0.516
N 3.2861 -1.7190 3.4484 -0.440 -0.625 0.235
H 3.5859 2.9646 2.5874 0.040 0.338 -0.067
H 2.4258 2.9583 3.9263 -0.083 0.310 -0.014
H 1.8968 3.5701 2.3250 0.155 0.398 -0.034
H 3.6322 0.8474 3.5405 -0.103 -0.070 0.357
H 1.9760 0.5989 4.2486 0.219 0.185 0.099
H 2.9692 -0.5715 1.6781 0.411 -0.317 0.263
H 1.0454 -2.0675 1.8131 0.197 0.391 -0.202
H 0.4349 -0.4227 1.9686 -0.095 0.398 -0.001
H 0.6569 -1.5335 3.3655 -0.105 0.615 -0.027
H 3.1327 -2.6406 3.0253 0.352 0.394 -0.222
H 2.8068 -1.8755 4.3456 0.255 0.508 -0.193
C -1.0083 4.3614 4.9962 1.210 1.781 -0.013
O -1.8395 3.3045 5.1743 -0.709 -1.468 -0.190
C -1.6671 2.3438 4.1554 -0.713 -0.403 -1.042
C -2.5184 1.1278 4.4722 0.477 -0.317 1.691
C -3.9974 1.4868 4.4699 -0.074 -0.062 -0.371
N -2.1863 0.5889 5.8497 -0.379 0.464 -0.733
H -0.9328 4.7202 3.9575 -0.203 -0.213 -0.047
H 0.0168 4.1286 5.3184 0.033 0.065 0.042
H -1.3857 5.2028 5.5784 0.113 -0.022 0.144
H -2.0599 2.7542 3.2075 0.333 0.074 0.067
H -0.6246 2.0464 3.9545 0.070 0.250 0.462
H -2.3057 0.3098 3.7818 0.047 0.275 -0.235
H -4.2198 2.3187 3.7993 0.136 0.029 -0.005
H -4.2952 1.7879 5.4728 -0.222 -0.095 -0.039
H -4.5874 0.6461 4.1097 -0.156 -0.068 0.357
H -1.1775 0.5066 5.9501 -0.064 -0.043 -0.076
H -2.4670 1.3217 6.5047 0.182 -0.266 -0.093
C -2.2966 -0.9673 -2.4294 -0.501 0.630 1.377
O -2.4448 -2.2930 -1.9831 -0.203 -0.345 -0.505
C -3.5454 -2.9072 -2.6537 -0.325 0.294 1.247
C -3.1891 -3.4335 -4.0073 0.759 0.064 -0.385
C -4.3944 -4.1148 -4.5963 -0.633 0.169 -0.262
N -2.0486 -4.3358 -3.9879 0.663 -0.584 1.162
H -3.1054 -0.3593 -1.9793 -0.077 -0.082 -0.529
H -2.2819 -0.8579 -3.5097 0.119 0.034 -0.122
H -1.4111 -0.5579 -1.9567 0.418 -0.093 -0.283
H -3.8909 -3.7487 -2.0350 0.252 0.120 0.045
H -4.3857 -2.1879 -2.6746 0.161 -0.155 -0.196
H -2.8762 -2.5899 -4.6342 -0.259 -0.057 -0.168
H -4.1729 -4.5594 -5.5642 0.004 0.133 -0.069
H -5.1929 -3.3703 -4.6875 -0.040 -0.184 -0.245
H -4.7984 -4.9115 -3.9631 0.265 0.026 0.140
H -2.2373 -5.0459 -3.2648 -0.075 0.017 -0.529
H -1.1831 -3.9078 -3.6006 -0.773 -0.005 -0.727
C 4.7754 -0.9344 -3.2833 0.488 0.250 -0.374
O 3.4447 -1.1784 -3.6877 0.540 1.009 -0.022
C 2.9246 -2.4107 -3.2787 0.604 0.432 0.206
C 1.6429 -2.6608 -4.0222 0.372 -0.021 -0.816
C 0.6468 -1.5319 -4.0044 -0.310 0.088 -0.405
N 0.9842 -3.8472 -3.5113 -0.027 -0.283 0.922
H 5.4837 -1.5771 -3.8353 -0.216 -0.129 0.359
H 4.9620 -0.9948 -2.1987 -0.314 -0.387 -0.163
H 5.0577 0.0880 -3.5551 -0.384 -0.058 -0.110
H 3.6623 -3.1805 -3.5472 -0.170 -0.280 0.375
H 2.7569 -2.3705 -2.1873 0.016 -0.316 -0.081
H 1.9324 -2.7768 -5.0727 -0.142 -0.430 0.025
H -0.2299 -1.9258 -4.5272 -0.181 0.112 0.353
H 0.9562 -0.6726 -4.5968 0.326 0.103 0.290
H 0.4017 -1.2311 -2.9877 -0.104 0.086 -0.004
H 0.9224 -3.6840 -2.4997 -0.269 -0.311 -0.259
H 1.5299 -4.6998 -3.6022 0.084 0.178 -0.221
C 2.9578 1.6470 -1.5939 -0.040 -0.263 0.689
O 1.6253 1.5856 -1.1101 0.025 0.525 -0.214
C 0.8597 2.8150 -1.1817 1.267 -1.252 -0.252
C -0.5010 2.4665 -0.5924 0.662 1.985 0.056
C -1.3331 3.7508 -0.4805 -0.714 -0.699 -0.752
N -0.3431 1.9262 0.7509 -0.478 -0.766 -0.455
H 3.6472 2.1795 -0.9102 -0.439 0.243 -0.176
H 3.0329 2.0698 -2.6038 -0.075 -0.116 0.092
H 3.3056 0.6123 -1.5695 -0.049 0.096 -0.395
H 1.3888 3.5791 -0.5832 -0.279 0.017 -0.174
H 0.8414 3.0932 -2.2492 -0.261 0.305 0.305
H -0.9784 1.8133 -1.3242 -0.164 -0.475 0.520
H -0.8683 4.5178 0.1342 0.000 -0.093 0.265
H -2.3074 3.4303 -0.0997 0.104 0.418 0.342
H -1.5457 4.1936 -1.4593 0.236 -0.036 0.006
H 0.3373 1.1771 0.7051 0.063 0.049 0.113
H 0.0707 2.6251 1.3558 -0.034 0.083 -0.047
```
Positions in Å, forces in eV/Å.

Summary:
- E_LUMO (Eh) = 0.0229
- E (eV) = -39316.80311
- frontier orbital gap (eV) = 9.5
- total charge = 0
- ΔE to the lowest compared entry with this formula, charge and spin (kJ/mol) = 77.0
- SMILES string = COC[C@H](C)N.COC[C@H](C)N.COC[C@H](C)N.COC[C@H](C)N.COC[C@H](C)N

***

| no. | maximum force (eV/Å) |
| --- | --- |
| 1 | 4.9 |
| 2 | 2.2 |